Density functional theory data (ωB97M-V/def2-TZVPD) for a 2-piece molecular cluster, C2H7PS3 overall at a distorted geometry.

Computed properties:
**SMILES string**: S=[PH](S)S.C=C
**ΔE to the lowest compared entry with this formula, charge and spin**: 1.419 eV
**LUMO energy**: -0.14 eV
**Frontier orbital gap**: 9.16 eV
**Molecular weight**: 158.253 Da
**Total charge**: 0

```
13
Properties=species:S:1:pos:R:3:forces:R:3
S 1.48038 -1.68796 -0.77564 0.2 1.2 0.7
P 1.77269 -0.01942 0.23408 -0.9 -0.4 -1.2
S 1.79785 1.83811 -0.89359 1.1 -0.1 2.1
S 0.70043 0.23596 2.04929 0.1 0.7 -0.7
H 3.00776 0.09991 0.73235 1.6 0.0 0.4
H 2.70936 2.40111 0.09116 -1.4 -0.7 -1.5
H 0.56295 -1.07188 2.04502 -0.2 -0.8 0.2
C -1.93151 -0.93904 -0.52247 -0.5 0.4 0.3
C -2.04089 0.34989 -0.73460 -2.5 -0.2 0.6
H -2.77840 -1.53937 -0.28174 -0.5 -0.4 0.0
H -0.99084 -1.36743 -0.45640 1.5 -1.1 -0.1
H -3.08248 0.72307 -0.62672 1.0 0.4 -0.5
H -1.20729 0.97706 -0.86073 0.7 0.9 -0.3
```
Positions in Å, forces in eV/Å.

Density functional theory data (ωB97M-V/def2-TZVPD) for one molecule with the formula C2H7PS3 at a distorted geometry.

Computed properties:
**ΔE to the lowest compared entry with this formula, charge and spin**: 1.197 eV
**LUMO energy (spin up / spin down)**: 0.47 / -2.83 eV
**Frontier orbital gap (spin up / spin down)**: 5.70 / 5.78 eV
**Molecular weight**: 158.253 Da
**2S+1**: 3
**<S²>**: 2.01
**Total charge**: 0

```
13
Properties=species:S:1:pos:R:3:forces:R:3
C -2.54621 0.32634 -0.46845 -0.2 -0.5 0.6
C 2.38005 -0.85478 1.54608 2.0 -0.8 1.4
P -0.87326 -0.27545 -1.09026 -2.2 -0.2 -1.7
S 0.23387 0.74254 0.74213 2.2 1.4 1.9
S -0.57158 1.32437 -2.42464 0.7 -1.2 -0.5
S 2.28250 0.73457 0.67206 -1.6 -0.7 1.1
H -2.62518 1.43275 -0.25558 0.3 -1.3 0.3
H -3.13134 0.16761 -1.35650 -0.7 0.0 -0.3
H -2.98143 -0.38190 0.33091 0.8 1.4 -1.0
H 3.28149 -0.95359 2.20311 -0.4 0.6 -0.6
H 2.51701 -1.63685 0.82573 -0.1 -0.4 -0.7
H 1.58321 -1.19018 2.21466 -0.4 0.9 -0.4
H 0.45088 0.56459 -2.93925 -0.4 0.8 0.0
```
Positions in Å, forces in eV/Å.

Density functional theory data (ωB97M-V/def2-TZVPD) for a 2-piece molecular cluster, C2H7S overall.

Computed properties:
**ΔE to the lowest compared entry with this formula, charge and spin**: 0.489 eV
**LUMO energy**: 3.73 eV
**Frontier orbital gap**: 5.69 eV
**Molecular weight**: 63.145 Da
**Total charge**: -1

```
10
Properties=species:S:1:pos:R:3:forces:R:3
C 1.66855 0.19782 0.66240 0.2 0.1 -0.3
H 1.32511 -0.26970 1.58126 0.0 0.1 0.0
H 2.41440 0.96727 0.86162 0.0 -0.1 0.1
H 0.83133 0.64351 0.13538 -0.1 0.0 0.1
H 2.10115 -0.55780 0.00697 0.0 0.0 0.1
C -1.53690 -0.19964 -0.59312 -0.6 -0.1 -0.2
S -3.21828 -0.19114 -1.34023 0.1 -0.2 0.0
H -1.62516 0.09315 0.45506 0.3 0.2 0.0
H -1.05033 -1.18076 -0.61830 -0.1 0.0 -0.1
H -0.90987 0.49730 -1.15103 0.2 0.1 0.2
```
Positions in Å, forces in eV/Å.

Density functional theory data (ωB97M-V/def2-TZVPD) for a 2-piece molecular cluster, C2H7S2 overall.

Computed properties:
**ΔE to the lowest compared entry with this formula, charge and spin**: 0.293 eV
**LUMO energy**: 3.29 eV
**Frontier orbital gap**: 5.97 eV
**Molecular weight**: 95.212 Da
**Total charge**: -1

```
11
Properties=species:S:1:pos:R:3:forces:R:3
S 2.69998 -0.40810 -0.24517 0.1 0.1 0.0
H 3.87697 -0.29412 0.39192 0.0 0.0 0.0
C -0.69164 -1.18979 0.40870 0.2 -0.6 -0.1
S -1.94315 -0.02178 -0.09198 -0.1 0.5 -0.3
C -0.82732 1.36902 -0.44086 -0.2 -0.2 0.1
H -1.11695 -2.18524 0.30438 -0.1 -0.1 0.1
H -0.36321 -1.04377 1.43244 0.0 0.1 0.1
H 0.18642 -1.16250 -0.23541 0.0 0.2 0.0
H -1.39981 2.26426 -0.67000 -0.2 0.0 0.1
H -0.22011 1.53308 0.44347 0.2 0.1 -0.1
H -0.20118 1.13896 -1.29748 0.2 -0.1 0.1
```
Positions in Å, forces in eV/Å.

Density functional theory data (ωB97M-V/def2-TZVPD) for C2H7S2 as an isolated structure at a distorted geometry.

Computed properties:
**ΔE to the lowest compared entry with this formula, charge and spin**: 0.690 eV
**LUMO energy**: 3.91 eV
**Frontier orbital gap**: 6.75 eV
**Molecular weight**: 95.212 Da
**Total charge**: -1

```
11
Properties=species:S:1:pos:R:3:forces:R:3
C 2.07064 0.05855 -0.77675 -0.5 0.2 0.9
S 0.85838 1.39832 -0.38505 0.6 0.1 -0.6
H 1.75736 -0.52323 -1.65177 0.2 0.0 0.3
H 3.02793 0.52965 -0.93727 0.4 0.0 -0.3
H 2.18400 -0.59032 0.12916 -0.2 0.2 -0.8
C -2.11900 -0.18639 0.55659 -0.9 0.5 -0.5
S -0.58986 -0.88118 1.26828 -0.7 -0.5 0.3
H -1.88166 0.30541 -0.44551 -0.2 -0.7 1.2
H -2.90215 -1.00221 0.39943 1.0 1.1 0.2
H -2.54605 0.63170 1.22278 0.4 -1.1 -0.8
H 0.14041 0.25970 0.62011 0.1 0.2 0.0
```
Positions in Å, forces in eV/Å.

Density functional theory data (ωB97M-V/def2-TZVPD) for a 2-piece molecular cluster, C2H7S2 overall at a distorted geometry.

Computed properties:
**ΔE to the lowest compared entry with this formula, charge and spin**: 0.413 eV
**LUMO energy**: 3.24 eV
**Frontier orbital gap**: 5.88 eV
**Molecular weight**: 95.212 Da
**Total charge**: -1

```
11
Properties=species:S:1:pos:R:3:forces:R:3
S 0.56656 -3.03572 0.53263 0.0 0.0 0.0
H -0.25207 -3.04932 -0.52891 -0.1 0.0 -0.1
C 0.85008 0.47343 0.20553 -1.1 -0.7 0.0
C -0.38314 0.70972 -0.64837 -0.2 0.8 -0.5
S -1.76894 1.52747 0.24817 0.3 0.0 0.0
H 1.40477 1.37309 0.44376 0.1 0.1 0.0
H 0.45558 -0.04383 1.08482 0.4 0.3 0.3
H 1.41635 -0.34090 -0.24071 0.5 0.3 -0.2
H -0.73689 -0.21982 -1.05872 -0.2 -0.5 0.1
H -0.23920 1.37408 -1.50975 0.3 -0.1 0.2
H -1.31309 1.23179 1.47156 -0.1 0.0 0.0
```
Positions in Å, forces in eV/Å.